1.
Density functional theory data (the ωB97M-V functional and the def2-TZVPD basis) for a cluster of 20 separate species, C81H204N12O20 in total at a distorted geometry.

The value obtained for the total energy is -5369.56035 Eh.

Each line ends with the Löwdin charge.
Positions of all 317 atoms, in Å:
C: 6.780 7.614 4.608  -0.058
C: 6.950 6.505 3.586  -0.509
C: 7.337 5.308 4.524  -0.143
C: 7.245 4.019 3.768  -0.192
C: 5.824 3.758 3.093  -0.093
C: 5.387 4.991 2.230  -0.443
N: 5.691 6.277 2.951  -0.161
O: 5.223 7.317 2.266  0.004
C: 6.155 4.921 0.856  -0.005
C: 3.878 4.888 2.080  -0.041
C: 8.118 6.904 2.650  -0.034
H: 6.065 7.283 5.362  0.085
H: 6.736 8.577 4.098  0.087
H: 7.617 7.721 5.297  0.084
H: 8.418 5.289 4.657  0.122
H: 6.706 5.316 5.412  0.118
H: 7.571 3.241 4.458  0.098
H: 8.111 4.001 3.106  0.102
H: 5.204 3.409 3.918  0.097
H: 6.009 2.936 2.402  0.107
H: 7.206 4.810 1.124  0.059
H: 5.822 4.220 0.090  0.059
H: 6.042 5.907 0.405  0.083
H: 3.352 5.676 1.542  0.076
H: 3.741 4.008 1.451  0.076
H: 3.268 4.865 2.984  0.083
H: 8.440 6.234 1.854  0.064
H: 9.037 7.204 3.154  0.080
H: 8.009 7.833 2.090  0.079
H: 4.498 7.606 2.824  0.118
C: 3.734 4.050 -1.788  -0.047
C: 3.368 3.461 -3.174  -0.461
C: 2.911 4.641 -4.030  -0.109
C: 4.108 5.464 -4.685  -0.163
C: 5.065 4.502 -5.428  -0.124
C: 5.727 3.452 -4.430  -0.413
N: 4.592 2.742 -3.650  -0.107
O: 5.099 1.671 -2.952  -0.006
C: 6.429 2.441 -5.324  -0.061
C: 6.837 4.061 -3.440  -0.015
C: 2.102 2.669 -2.925  -0.032
H: 4.180 3.360 -1.072  0.062
H: 2.864 4.504 -1.314  0.086
H: 4.462 4.861 -1.822  0.065
H: 2.309 4.486 -4.926  0.102
H: 2.495 5.416 -3.388  0.121
H: 4.706 6.142 -4.075  0.098
H: 3.597 6.086 -5.420  0.098
H: 5.721 4.946 -6.177  0.113
H: 4.405 3.957 -6.103  0.097
H: 5.598 1.925 -5.805  0.054
H: 7.080 2.852 -6.096  0.091
H: 7.046 1.745 -4.757  0.080
H: 7.661 4.606 -3.903  0.072
H: 6.317 4.797 -2.828  0.048
H: 7.346 3.273 -2.885  0.072
H: 2.297 1.898 -2.179  0.068
H: 1.638 2.274 -3.829  0.069
H: 1.297 3.345 -2.637  0.067
H: 5.024 0.965 -3.597  0.096
C: -6.199 -3.038 -2.069  -0.054
C: -5.570 -4.268 -2.725  -0.418
C: -6.716 -4.932 -3.653  -0.099
C: -6.179 -6.062 -4.607  -0.213
C: -5.034 -5.592 -5.429  -0.141
C: -3.808 -4.882 -4.656  -0.386
N: -4.429 -3.928 -3.661  -0.159
O: -3.486 -3.237 -3.051  -0.049
C: -2.857 -5.866 -3.973  -0.040
C: -2.951 -3.918 -5.689  -0.004
C: -5.185 -5.206 -1.546  -0.041
H: -6.888 -3.274 -1.258  0.080
H: -6.764 -2.326 -2.671  0.072
H: -5.501 -2.357 -1.582  0.056
H: -7.453 -5.409 -3.007  0.111
H: -7.095 -4.176 -4.341  0.105
H: -7.053 -6.364 -5.183  0.109
H: -5.825 -6.880 -3.979  0.098
H: -5.515 -4.983 -6.194  0.110
H: -4.617 -6.499 -5.867  0.109
H: -2.095 -5.300 -3.438  0.079
H: -3.348 -6.618 -3.355  0.073
H: -2.355 -6.375 -4.796  0.076
H: -3.621 -3.304 -6.292  0.067
H: -2.324 -3.196 -5.166  0.053
H: -2.215 -4.473 -6.271  0.067
H: -5.208 -6.284 -1.704  0.065
H: -5.882 -5.003 -0.733  0.067
H: -4.202 -5.196 -1.074  0.074
H: -3.595 -2.376 -3.462  0.048
C: 4.827 0.467 -8.430  -0.036
C: 3.283 0.542 -8.527  -0.461
C: 2.833 -0.448 -9.699  -0.135
C: 1.363 -0.844 -9.683  -0.220
C: 1.099 -1.467 -8.358  -0.149
C: 1.338 -0.465 -7.167  -0.463
N: 2.747 0.110 -7.240  -0.091
O: 3.103 1.065 -6.267  -0.020
C: 0.214 0.611 -7.141  0.001
C: 1.334 -1.317 -5.951  -0.061
C: 2.893 1.997 -9.046  -0.020
H: 5.126 1.348 -7.861  0.050
H: 5.227 0.528 -9.442  0.083
H: 5.220 -0.387 -7.878  0.089
H: 3.144 -0.199 -10.714  0.115
H: 3.308 -1.411 -9.514  0.108
H: 1.161 -1.554 -10.485  0.114
H: 0.750 0.035 -9.881  0.107
H: 1.662 -2.400 -8.329  0.122
H: 0.044 -1.740 -8.386  0.117
H: 0.213 1.229 -6.243  0.056
H: 0.528 1.259 -7.959  0.052
H: -0.769 0.207 -7.383  0.088
H: 0.487 -1.951 -5.690  0.089
H: 2.191 -1.982 -6.053  0.092
H: 1.493 -0.683 -5.079  0.067
H: 1.819 2.163 -9.129  0.061
H: 3.398 2.367 -9.939  0.078
H: 3.385 2.647 -8.323  0.057
H: 3.526 0.576 -5.557  0.091
C: 5.993 -1.299 3.672  -0.055
C: 5.405 -1.481 5.031  -0.442
C: 6.055 -0.510 6.069  -0.133
C: 5.434 0.886 6.171  -0.175
C: 3.941 0.703 6.394  -0.103
C: 3.158 -0.140 5.275  -0.496
N: 3.869 -1.340 5.012  -0.163
O: 3.260 -1.987 4.048  0.001
C: 1.707 -0.456 5.857  -0.011
C: 2.946 0.778 4.137  -0.052
C: 5.637 -3.007 5.433  -0.005
H: 5.594 -0.330 3.371  0.092
H: 5.568 -2.123 3.100  0.069
H: 7.064 -1.482 3.580  0.089
H: 5.987 -1.101 6.983  0.107
H: 7.120 -0.601 5.853  0.114
H: 5.682 1.347 5.215  0.084
H: 6.014 1.568 6.792  0.113
H: 3.616 1.742 6.442  0.116
H: 3.747 0.156 7.317  0.111
H: 1.962 -0.918 6.811  0.075
H: 0.975 0.349 5.922  0.073
H: 1.104 -1.098 5.215  0.059
H: 2.261 1.613 4.286  0.093
H: 3.872 1.130 3.683  0.069
H: 2.516 0.282 3.268  0.052
H: 5.615 -3.576 4.503  0.072
H: 4.859 -3.413 6.080  0.078
H: 6.594 -2.940 5.949  0.077
H: 2.959 -2.737 4.566  0.106
C: -0.669 4.274 4.538  -0.174
O: -0.910 3.588 3.359  -0.140
H: 0.019 3.723 5.179  0.074
H: -0.248 5.275 4.439  0.077
H: -1.676 4.339 4.949  0.077
H: -1.453 4.119 2.771  0.016
C: 1.632 -5.727 6.183  -0.149
O: 1.683 -6.480 4.972  -0.127
H: 0.616 -5.694 6.577  0.069
H: 2.250 -6.267 6.900  0.083
H: 1.813 -4.656 6.090  0.059
H: 1.159 -6.168 4.230  0.027
C: -2.566 -0.068 -3.336  -0.140
O: -3.490 -0.697 -4.165  -0.134
H: -2.283 0.875 -3.802  0.085
H: -2.905 0.073 -2.310  0.070
H: -1.705 -0.736 -3.360  0.091
H: -4.250 -0.114 -4.238  0.011
C: -3.662 3.772 2.115  -0.147
O: -2.924 4.989 2.084  -0.130
H: -2.952 2.947 2.054  0.079
H: -4.257 3.649 3.020  0.079
H: -4.391 3.791 1.306  0.077
H: -3.591 5.676 2.158  0.097
C: -6.735 -1.663 4.827  -0.129
O: -6.716 -2.651 3.786  -0.149
H: -6.204 -0.765 4.511  0.060
H: -7.778 -1.383 4.972  0.072
H: -6.284 -2.070 5.732  0.066
H: -5.976 -3.256 3.877  0.025
C: 0.807 -4.949 1.788  -0.174
O: -0.079 -5.503 2.672  -0.127
H: 1.586 -5.634 1.452  0.081
H: 0.248 -4.502 0.966  0.081
H: 1.382 -4.259 2.405  0.075
H: -0.319 -6.410 2.467  0.096
C: 4.281 0.083 -0.036  -0.097
O: 4.493 -1.289 -0.578  -0.136
H: 3.736 -0.080 0.893  0.054
H: 5.150 0.727 0.099  0.075
H: 3.684 0.718 -0.690  0.040
H: 5.425 -1.479 -0.450  0.009
C: 1.831 -3.015 -2.003  -0.150
O: 2.198 -1.833 -2.695  -0.133
H: 2.673 -3.673 -1.792  0.063
H: 1.518 -2.659 -1.021  0.059
H: 1.123 -3.654 -2.531  0.077
H: 2.293 -1.110 -2.071  0.040
C: 0.138 0.058 -0.215  -0.019
C: -0.209 -0.527 1.195  -0.399
C: -1.491 -1.414 1.094  -0.193
O: -2.632 -0.625 1.045  -0.198
C: -3.887 -1.276 1.071  -0.087
N: 0.863 -1.269 1.780  0.050
H: 0.544 -0.711 -0.873  0.053
H: 0.743 0.961 -0.137  0.070
H: -0.758 0.419 -0.719  0.059
H: -0.306 0.282 1.920  0.128
H: -1.526 -1.946 2.045  0.113
H: -1.441 -2.088 0.238  0.132
H: -3.948 -1.775 2.038  0.068
H: -4.138 -1.941 0.244  0.080
H: -4.696 -0.550 1.150  0.079
H: 1.714 -0.725 1.785  0.042
H: 0.601 -1.626 2.688  0.064
C: 9.192 -2.589 -0.277  -0.020
C: 7.648 -2.949 0.202  -0.408
C: 7.510 -4.235 0.965  -0.253
O: 6.165 -4.420 1.129  -0.188
C: 5.519 -5.310 0.214  -0.056
N: 7.056 -1.774 0.789  0.051
H: 9.697 -2.135 0.575  0.060
H: 9.151 -1.804 -1.032  0.061
H: 9.625 -3.496 -0.698  0.060
H: 7.081 -3.131 -0.712  0.127
H: 8.110 -4.113 1.867  0.132
H: 8.059 -5.031 0.460  0.125
H: 4.480 -5.467 0.504  0.084
H: 6.103 -6.231 0.231  0.089
H: 5.488 -4.925 -0.805  0.086
H: 6.232 -2.317 1.004  0.046
H: 7.457 -1.416 1.645  0.059
C: -5.334 1.620 -1.765  -0.051
C: -5.238 2.474 -2.988  -0.414
C: -6.119 1.970 -4.150  -0.146
O: -5.462 0.818 -4.677  -0.234
C: -6.186 0.068 -5.580  -0.095
N: -5.803 3.770 -2.695  0.018
H: -5.040 0.595 -1.992  0.070
H: -6.326 1.590 -1.313  0.088
H: -4.630 1.888 -0.977  0.071
H: -4.178 2.441 -3.241  0.123
H: -6.383 2.708 -4.907  0.130
H: -7.057 1.620 -3.718  0.130
H: -6.665 0.621 -6.388  0.099
H: -6.909 -0.512 -5.007  0.094
H: -5.522 -0.702 -5.973  0.096
H: -6.794 3.712 -2.506  0.091
H: -5.721 4.473 -3.416  0.090
C: -11.647 -0.407 2.365  -0.070
C: -10.211 -0.880 2.342  -0.390
C: -9.056 0.170 2.545  -0.173
O: -9.138 1.219 1.594  -0.223
C: -8.630 2.462 1.970  -0.104
N: -10.172 -2.037 3.255  0.022
H: -12.357 -1.174 2.676  0.074
H: -11.925 -0.004 1.392  0.073
H: -11.758 0.424 3.062  0.076
H: -10.036 -1.355 1.376  0.126
H: -8.044 -0.194 2.371  0.113
H: -8.862 0.578 3.537  0.112
H: -9.123 2.608 2.931  0.090
H: -8.875 3.220 1.225  0.089
H: -7.553 2.299 2.002  0.080
H: -9.212 -2.300 3.427  0.031
H: -10.538 -2.916 2.918  0.072
C: -3.165 -1.021 8.753  -0.053
C: -3.815 -1.043 7.321  -0.393
C: -3.460 0.222 6.390  -0.125
O: -3.916 -0.276 5.103  -0.255
C: -3.682 0.642 4.101  -0.112
N: -3.196 -2.124 6.571  0.030
H: -3.564 -0.313 9.479  0.070
H: -2.129 -0.818 8.483  0.060
H: -3.141 -2.013 9.204  0.072
H: -4.877 -1.252 7.443  0.122
H: -2.422 0.436 6.644  0.121
H: -4.133 1.032 6.674  0.123
H: -2.641 0.533 3.799  0.099
H: -3.893 1.658 4.435  0.079
H: -4.334 0.472 3.244  0.078
H: -3.574 -1.825 5.683  0.029
H: -2.214 -1.916 6.457  0.069
C: -6.934 -6.943 4.835  -0.052
C: -6.486 -5.623 5.659  -0.339
C: -5.056 -5.113 5.113  -0.183
O: -4.992 -4.902 3.710  -0.187
C: -3.661 -4.610 3.335  -0.105
N: -7.524 -4.570 5.777  0.033
H: -7.643 -7.538 5.412  0.060
H: -6.044 -7.571 4.810  0.058
H: -7.247 -6.769 3.806  0.068
H: -6.342 -5.934 6.694  0.120
H: -4.471 -5.971 5.442  0.118
H: -4.880 -4.200 5.682  0.104
H: -3.426 -3.564 3.530  0.069
H: -3.255 -4.764 2.335  0.087
H: -2.918 -5.151 3.921  0.082
H: -8.422 -5.006 5.934  0.064
H: -7.696 -4.104 4.898  0.036
C: -1.860 3.556 -1.060  -0.028
C: -2.153 4.843 -1.940  -0.350
C: -1.807 4.717 -3.502  -0.110
O: -0.480 4.098 -3.756  -0.221
C: -0.313 3.878 -5.137  -0.139
N: -3.534 5.233 -1.648  0.037
H: -1.974 3.676 0.017  0.050
H: -0.845 3.174 -1.174  0.057
H: -2.530 2.773 -1.414  0.054
H: -1.524 5.675 -1.623  0.121
H: -1.710 5.703 -3.957  0.118
H: -2.564 4.136 -4.028  0.097
H: -1.229 3.548 -5.629  0.083
H: 0.442 3.121 -5.349  0.057
H: -0.048 4.803 -5.649  0.090
H: -3.611 5.173 -0.643  0.043
H: -4.267 4.662 -2.043  -0.003

2.
Density functional theory data (the ωB97M-V functional and the def2-TZVPD basis) for a cluster of 2 separate species, C6H16N2 in total at a distorted geometry.

The value obtained for the relative energy (zero: lowest compared OMol25 entry of this formula, charge and spin) is 183.2 kJ/mol. Its SMILES is C=CCN.CCNC.

Each line ends with the Löwdin charge.
Positions of all 24 atoms, in Å:
C: 1.471 -3.537 1.831  -0.010
C: 1.919 -2.358 1.377  -0.187
C: 0.948 -1.349 0.823  -0.294
N: 1.159 0.084 1.353  -0.019
H: 2.100 -4.396 2.044  0.048
H: 0.393 -3.689 1.933  0.056
H: 2.972 -2.230 1.205  0.089
H: 1.082 -1.410 -0.296  0.097
H: -0.115 -1.595 0.976  0.097
H: 0.806 0.706 0.594  0.025
H: 2.175 0.202 1.418  0.044
C: -1.285 3.123 -0.087  -0.114
C: -1.222 2.122 -1.246  -0.333
N: -0.923 0.805 -0.713  -0.159
C: -0.848 -0.187 -1.790  -0.145
H: -1.611 4.109 -0.484  0.074
H: -0.311 3.155 0.437  0.073
H: -2.072 2.770 0.649  0.084
H: -0.400 2.503 -1.893  0.118
H: -2.193 2.092 -1.843  0.122
H: -1.665 0.529 -0.060  0.119
H: -0.778 -1.214 -1.409  0.062
H: -1.693 -0.153 -2.467  0.067
H: 0.092 -0.081 -2.352  0.085